1) ORCA calculation (ωB97M-V with the def2-TZVPD basis set) on C3H2N2O3 in the gas phase.

Values from the calculation:
- SMILES: O=[N+]([O-])c1cnco1
- LUMO level: -0.999 eV
- Highest occupied orbital energy: -10.345 eV

Atoms and positions in Å:
C: 0.49518 -0.11202 -1.31633
H: 2.59589 -1.31208 0.84211
C: -0.03582 0.08395 0.01125
O: 1.04993 -0.24166 0.81481
O: -2.10960 0.30046 -0.55231
C: 1.93086 -0.86345 0.08487
H: 0.37303 0.36379 -2.30708
O: -1.52194 0.86615 1.52751
N: 1.84147 -0.65007 -1.16469
N: -1.36396 0.49262 0.37415

---

2) ORCA calculation (ωB97M-V with the def2-TZVPD basis set) on C3H2N2O3 in the gas phase.

Values from the calculation:
- SMILES: O=C1C=NC(=O)N1O
- LUMO level: -1.779 eV
- Highest occupied orbital energy: -10.626 eV

Atoms and positions in Å:
O: 0.78083 -1.91375 1.01319
N: 0.58972 -0.00153 -0.30739
H: -1.94208 -0.77811 1.61526
H: 1.49992 0.20608 -1.72374
C: -1.04540 -0.38051 1.06394
C: 0.27726 -0.82225 0.62916
O: -0.39092 1.61472 -1.69256
C: -0.39605 0.97483 -0.59573
O: 1.95947 0.26011 -0.64606
N: -1.33275 0.84042 0.64392

---

Least stable of them? 1).

---

1) ORCA calculation (ωB97M-V with the def2-TZVPD basis set) on C2HClN2O in the gas phase.

Values from the calculation:
- SMILES: N#C/N=C/OCl
- LUMO level: -2.393 eV
- Highest occupied orbital energy: -10.970 eV

Atoms and positions in Å:
O: 1.73123 0.00326 0.00533
Cl: 3.44690 0.71015 0.05753
C: 0.56914 0.59609 0.03933
C: -1.19260 2.09974 0.06813
H: 0.02434 -0.40136 0.10905
N: -2.28642 2.43242 -0.02340
N: 0.12152 1.78764 0.00622

---

2) ORCA calculation (ωB97M-V with the def2-TZVPD basis set) on C2HClN2O in the gas phase.

Values from the calculation:
- SMILES: Clc1conn1
- LUMO level: 0.420 eV
- Highest occupied orbital energy: -10.127 eV

Atoms and positions in Å:
N: -0.78566 1.40582 -0.49908
O: 0.52527 0.99070 -0.93015
Cl: -0.73375 -1.71811 1.40742
C: -0.33897 -0.42922 0.41025
N: -1.20310 0.60358 0.32225
H: 1.74909 -0.65461 -0.41302
C: 0.78712 -0.19816 -0.29767

---

Least stable of them? 1).